1.
Entry from the Open Molecules 2025 dataset: a structure of composition C12H24MnN5O3S at a distorted geometry (ωB97M-V/def2-TZVPD).

gap between HOMO and LUMO (spin up / spin down)	6.2 / 6.0	eV
spin multiplicity	6
E_LUMO (spin up / spin down)	-3.68 / -3.91	eV
total charge	+1
energy relative to the best compared isomer or geometry (same formula, charge and spin)	1.563	eV
<S²>	8.753
HOMO (spin up / spin down)	-9.92 / -9.92	eV

Positions of all 46 atoms, in Å:
Mn: 0.46810 -0.36434 -0.33766
N: 1.94967 0.89296 0.93276
C: 1.30179 2.13360 1.41420
C: -0.07842 1.81650 1.97553
N: -0.90332 1.12844 0.96868
C: -1.52141 2.09994 0.03974
C: -1.61191 1.57076 -1.38444
N: -0.26021 1.21819 -1.86555
C: -1.93283 0.27112 1.57358
C: -1.34693 -0.90838 2.34458
N: -0.36722 -1.65513 1.52217
H: 2.79871 1.13318 0.42917
H: 2.24308 0.34583 1.73731
H: 1.89703 2.62373 2.18537
H: 1.21604 2.81986 0.57162
H: 0.04419 1.16979 2.84386
H: -0.55721 2.73905 2.31686
H: -2.51997 2.38621 0.38265
H: -0.90726 3.00160 0.02692
H: -2.22807 0.67008 -1.42596
H: -2.08479 2.33330 -2.00569
H: -0.30609 0.83576 -2.80754
H: 0.30345 2.06028 -1.93707
H: -2.58298 0.83680 2.25162
H: -2.55295 -0.11441 0.76052
H: -0.86640 -0.56713 3.25931
H: -2.17425 -1.54810 2.65203
H: 0.37877 -2.01163 2.10889
H: -0.82370 -2.46886 1.12822
N: -0.47947 -2.14292 -1.52683
C: 0.33227 -1.87137 -2.69292
C: 1.62573 -1.41965 -2.44223
C: 2.45776 -1.05710 -3.49219
C: 1.96517 -1.15049 -4.77867
C: 0.68473 -1.61207 -5.04297
C: -0.14129 -1.98643 -3.98951
S: 2.96858 -0.54100 -6.19104
O: 4.20743 -0.11498 -5.57924
O: 3.05117 -1.69913 -7.05006
O: 2.11771 0.53178 -6.67115
H: -1.45994 -2.25040 -1.76159
H: -0.17559 -3.00049 -1.07357
H: 2.00829 -1.39251 -1.40574
H: 3.46868 -0.69986 -3.34230
H: 0.35393 -1.66141 -6.07191
H: -1.15293 -2.33073 -4.18040

Atoms 1-6, force components in eV/Å:
Mn -0.75 0.61 0.13
N -0.10 -0.30 -0.26
C -0.28 0.01 0.03
C 0.25 -0.03 -0.15
N -0.02 -0.15 -0.20
C -0.01 -0.08 -0.20

2.
Entry from the Open Molecules 2025 dataset: a structure of composition C23H20I2N6O7S2Sc (ωB97M-V/def2-TZVPD).

gap between HOMO and LUMO	7.5	eV
spin multiplicity	1
E_LUMO	2.04	eV
total charge	-1
energy relative to the best compared isomer or geometry (same formula, charge and spin)	0.000	eV
HOMO	-5.49	eV

Positions of all 61 atoms, in Å:
Sc: -0.76859 0.27596 -0.80918
I: -6.29721 1.65876 4.64296
C: -4.67110 1.10453 3.43618
C: -3.62091 0.38843 3.99266
C: -2.56738 0.02477 3.17786
I: -0.93569 -1.02398 3.95910
C: -2.50870 0.35140 1.80331
O: -1.50253 -0.02359 1.07953
C: -3.59010 1.10197 1.28063
C: -3.57391 1.53871 -0.16485
N: -3.08266 0.49499 -1.08068
C: -3.86661 -0.72928 -1.03373
C: -3.03578 -1.95354 -1.31256
C: -3.65305 -3.16032 -1.61436
C: -2.87729 -4.28615 -1.81622
C: -1.49988 -4.17015 -1.72429
C: -0.95913 -2.93125 -1.43467
N: -1.70965 -1.84402 -1.22277
C: -4.65586 1.45326 2.09640
H: -3.62125 0.11741 5.03879
H: -4.58017 1.86957 -0.44910
H: -2.90806 2.39384 -0.30389
H: -3.09465 0.89067 -2.03149
H: -4.28931 -0.84490 -0.03098
H: -4.71132 -0.69935 -1.73111
H: -4.73219 -3.20026 -1.68931
H: -3.33977 -5.23688 -2.04964
H: -0.84533 -5.01510 -1.88262
H: 0.11360 -2.79341 -1.38994
H: -5.48135 2.01178 1.67128
N: 7.75070 0.97380 -1.11139
C: 6.48640 0.41311 -0.91155
C: 6.19708 -0.27458 0.26686
C: 4.95499 -0.85629 0.45015
C: 4.00041 -0.76605 -0.54922
C: 4.27759 -0.09373 -1.73162
C: 5.51488 0.49465 -1.91072
S: 2.40088 -1.47872 -0.33395
O: 2.41793 -2.28635 0.85503
O: 2.05146 -2.13010 -1.57606
N: 1.40441 -0.20006 -0.24278
C: 1.54076 0.70231 0.78298
N: 0.58343 1.65249 0.72254
C: 0.56826 2.57439 1.66121
C: 1.52354 2.60368 2.66957
C: 2.47246 1.59645 2.63170
N: 2.50370 0.64446 1.70502
H: 8.24675 1.20416 -0.26576
H: 7.77521 1.72694 -1.77966
H: 6.95235 -0.34347 1.04180
H: 4.70179 -1.37166 1.36600
H: 3.51730 -0.02976 -2.49974
H: 5.73687 1.02430 -2.82992
H: -0.22285 3.31466 1.60035
H: 1.52256 3.36391 3.43566
H: 3.26290 1.55303 3.37544
O: -0.11721 2.33403 -4.00019
S: -1.05013 1.68892 -3.12175
O: -2.45469 1.82862 -3.51650
O: -0.90382 2.16574 -1.67365
O: -0.75006 0.20721 -2.91716

Atoms 1-6, force components in eV/Å:
Sc 0.19 0.35 0.07
I 0.08 -0.03 -0.07
C -0.08 0.00 0.18
C -0.07 0.07 -0.08
C 0.18 -0.07 -0.04
I -0.08 0.05 -0.03

3.
Entry from the Open Molecules 2025 dataset: a structure of composition C13H25BErF5NO2P2 at a distorted geometry (ωB97M-V/def2-TZVPD).

gap between HOMO and LUMO (spin up / spin down)	5.3 / 6.0	eV
spin multiplicity	5
E_LUMO (spin up / spin down)	-8.29 / -8.03	eV
total charge	+2
<S²>	6.012
HOMO (spin up / spin down)	-13.56 / -14.03	eV

Positions of all 50 atoms, in Å:
Er: 0.60763 0.07240 0.07718
H: 4.59496 0.30796 -3.49671
H: -1.64222 0.30850 -0.67810
P: 0.10878 -2.53506 -0.67363
P: -0.26498 2.53080 -0.47576
C: 1.40150 2.81331 0.27790
H: 1.61459 3.87384 0.09230
H: 1.42211 2.61890 1.36186
H: 2.18561 2.20860 -0.22097
C: -0.15843 3.56562 -1.97672
H: -1.14978 3.86663 -2.33643
H: 0.41923 4.47745 -1.77301
H: 0.33585 3.01772 -2.78608
C: -1.34246 3.50338 0.60576
H: -1.38215 3.05713 1.60969
H: -0.99162 4.54262 0.70520
H: -2.36459 3.51996 0.20096
C: 0.96659 -3.42705 -2.02528
H: 1.04647 -4.50277 -1.81237
H: 0.41272 -3.28840 -2.96038
H: 1.97912 -3.01689 -2.15185
C: 1.01335 -3.23962 0.77598
H: 0.57962 -2.90245 1.73104
H: 0.95868 -4.33924 0.72757
H: 2.07179 -2.93233 0.75089
C: -1.49003 -3.43187 -0.53287
H: -2.01967 -3.45672 -1.49754
H: -1.31849 -4.46874 -0.19956
H: -2.13351 -2.93748 0.21081
C: -1.33930 -0.05101 1.34477
O: -2.23094 -0.03015 2.08624
H: -2.38082 -0.67664 -1.83617
H: -2.14972 0.92210 -2.20009
H: 0.47584 0.61457 -2.41664
H: -0.42042 -1.18559 -3.12993
B: -0.32044 -0.30042 -2.36354
N: -1.71840 0.10290 -1.75033
H: 3.89815 0.25980 -3.70269
F: 1.40712 0.08122 7.41407
C: 1.39906 0.05835 6.07148
C: 0.78848 1.10372 5.37676
F: 0.21766 2.13132 6.04165
C: 0.78871 1.08015 4.00050
F: 0.14411 2.06862 3.30129
C: 1.39891 0.02826 3.28312
O: 1.42203 -0.01416 1.96791
C: 2.04316 -0.98874 4.01460
F: 2.64160 -2.01290 3.35562
C: 2.05464 -0.97177 5.39040
F: 2.68713 -1.93670 6.09039

Atoms 1-6, force components in eV/Å:
Er 2.21 -0.14 0.27
H 0.51 0.04 0.18
H -0.90 -0.03 -2.41
P -0.12 -1.77 0.54
P -0.05 2.04 0.56
C 0.01 -0.03 -0.04

4.
Entry from the Open Molecules 2025 dataset: an isolated molecule of C26H30N2O7S at a distorted geometry (ωB97M-V/def2-TZVPD).

gap between HOMO and LUMO	8.6	eV
spin multiplicity	1
E_LUMO	-0.63	eV
structure (SMILES)	COCCCN1C(=O)C(=O)/C(=C(/O)c2ccc(S(=O)(=O)N3CCOCC3)cc2)[C@H]1c1ccc(C)cc1
energy relative to the best compared isomer or geometry (same formula, charge and spin)	0.414	eV
HOMO	-9.20	eV

Positions of all 66 atoms, in Å:
C: -1.91006 3.54366 -6.92915
O: -1.41143 4.63146 -6.18851
C: -1.90566 4.72068 -4.87462
C: -1.33975 3.65323 -3.93158
C: -1.73780 3.94123 -2.48297
N: -1.32728 2.90016 -1.57390
C: -2.11456 1.83882 -1.27835
O: -3.21121 1.62717 -1.74239
C: -1.36948 1.00906 -0.23280
O: -1.76268 -0.03242 0.24270
C: -0.11685 1.71329 0.01000
C: 0.90945 1.29859 0.79186
O: 2.12152 1.87524 0.78491
C: 0.80440 0.16074 1.71993
C: 1.81267 -0.80103 1.73016
C: 1.71484 -1.89411 2.57218
C: 0.62388 -2.00348 3.41227
S: 0.41781 -3.49153 4.39153
O: -0.41702 -3.20144 5.51725
O: 1.70059 -4.09178 4.60611
N: -0.43734 -4.51261 3.39366
C: 0.26577 -5.02456 2.24099
C: -0.51832 -6.22671 1.70686
O: -1.84251 -5.86585 1.39378
C: -2.51663 -5.36020 2.52304
C: -1.79839 -4.13183 3.08952
C: -0.36427 -1.03749 3.44115
C: -0.27396 0.05197 2.59571
C: -0.03914 2.90939 -0.91591
C: 1.10219 2.78631 -1.90568
C: 1.21366 1.64313 -2.69045
C: 2.24038 1.52416 -3.60529
C: 3.18253 2.53697 -3.75963
C: 4.27490 2.41064 -4.77391
C: 3.06974 3.67283 -2.96903
C: 2.04183 3.79881 -2.05077
H: -3.00615 3.52507 -6.91406
H: -1.56505 3.68781 -7.95124
H: -1.53387 2.58544 -6.55566
H: -1.60204 5.71307 -4.52841
H: -3.00487 4.66890 -4.87570
H: -1.72624 2.66999 -4.20405
H: -0.25312 3.63969 -4.03369
H: -2.82865 4.00178 -2.41914
H: -1.30542 4.88909 -2.14957
H: 2.19163 2.54616 0.08732
H: 2.65571 -0.69388 1.06500
H: 2.47585 -2.65774 2.60205
H: 1.26238 -5.31893 2.56843
H: 0.34068 -4.25878 1.45263
H: -0.07565 -6.59783 0.78123
H: -0.51463 -7.02271 2.46553
H: -3.52056 -5.09854 2.18639
H: -2.57436 -6.13467 3.30160
H: -2.26184 -3.80250 4.01874
H: -1.82617 -3.31796 2.34851
H: -1.18192 -1.14809 4.13512
H: -1.03266 0.81748 2.61361
H: 0.06950 3.84873 -0.34876
H: 0.48506 0.85240 -2.58296
H: 2.31301 0.63404 -4.21245
H: 3.90281 2.70711 -5.75498
H: 4.62022 1.38179 -4.84484
H: 5.11630 3.05174 -4.52363
H: 3.78939 4.47115 -3.07379
H: 1.96607 4.69612 -1.45109

Atoms 1-6, force components in eV/Å:
C 0.02 -0.02 0.01
O 0.11 0.11 -0.06
C 0.10 -0.12 0.27
C -0.12 0.28 -0.18
C -0.16 -0.04 -0.39
N 0.11 -0.03 0.24

Among the records above, which one has the highest spin multiplicity?
C12H24MnN5O3S

Copy entry 3 word for word.
Entry from the Open Molecules 2025 dataset: a structure of composition C13H25BErF5NO2P2 at a distorted geometry (ωB97M-V/def2-TZVPD).

gap between HOMO and LUMO (spin up / spin down)	5.3 / 6.0	eV
spin multiplicity	5
E_LUMO (spin up / spin down)	-8.29 / -8.03	eV
total charge	+2
<S²>	6.012
HOMO (spin up / spin down)	-13.56 / -14.03	eV

Positions of all 50 atoms, in Å:
Er: 0.60763 0.07240 0.07718
H: 4.59496 0.30796 -3.49671
H: -1.64222 0.30850 -0.67810
P: 0.10878 -2.53506 -0.67363
P: -0.26498 2.53080 -0.47576
C: 1.40150 2.81331 0.27790
H: 1.61459 3.87384 0.09230
H: 1.42211 2.61890 1.36186
H: 2.18561 2.20860 -0.22097
C: -0.15843 3.56562 -1.97672
H: -1.14978 3.86663 -2.33643
H: 0.41923 4.47745 -1.77301
H: 0.33585 3.01772 -2.78608
C: -1.34246 3.50338 0.60576
H: -1.38215 3.05713 1.60969
H: -0.99162 4.54262 0.70520
H: -2.36459 3.51996 0.20096
C: 0.96659 -3.42705 -2.02528
H: 1.04647 -4.50277 -1.81237
H: 0.41272 -3.28840 -2.96038
H: 1.97912 -3.01689 -2.15185
C: 1.01335 -3.23962 0.77598
H: 0.57962 -2.90245 1.73104
H: 0.95868 -4.33924 0.72757
H: 2.07179 -2.93233 0.75089
C: -1.49003 -3.43187 -0.53287
H: -2.01967 -3.45672 -1.49754
H: -1.31849 -4.46874 -0.19956
H: -2.13351 -2.93748 0.21081
C: -1.33930 -0.05101 1.34477
O: -2.23094 -0.03015 2.08624
H: -2.38082 -0.67664 -1.83617
H: -2.14972 0.92210 -2.20009
H: 0.47584 0.61457 -2.41664
H: -0.42042 -1.18559 -3.12993
B: -0.32044 -0.30042 -2.36354
N: -1.71840 0.10290 -1.75033
H: 3.89815 0.25980 -3.70269
F: 1.40712 0.08122 7.41407
C: 1.39906 0.05835 6.07148
C: 0.78848 1.10372 5.37676
F: 0.21766 2.13132 6.04165
C: 0.78871 1.08015 4.00050
F: 0.14411 2.06862 3.30129
C: 1.39891 0.02826 3.28312
O: 1.42203 -0.01416 1.96791
C: 2.04316 -0.98874 4.01460
F: 2.64160 -2.01290 3.35562
C: 2.05464 -0.97177 5.39040
F: 2.68713 -1.93670 6.09039

Atoms 1-6, force components in eV/Å:
Er 2.21 -0.14 0.27
H 0.51 0.04 0.18
H -0.90 -0.03 -2.41
P -0.12 -1.77 0.54
P -0.05 2.04 0.56
C 0.01 -0.03 -0.04

Among the records above, which one has the highest spin multiplicity?
C12H24MnN5O3S